# 1
Entry from OMol25: a structure of composition C38H50BCl2N10S4Se2Zr (ωB97M-V with the def2-TZVPD basis set).

Last column: Löwdin charge in e.
CARTESIAN COORDINATES (ANGSTROEM)
N -3.3168 1.7978 -1.3627  0.054
H 0.5081 1.4178 4.7214  0.124
C -4.8509 -0.3231 2.2237  0.007
N 2.8237 -0.7329 0.5382  -0.082
H -0.5679 -0.1670 -5.2633  0.044
H -5.1546 -1.7894 -2.3264  0.141
N 1.2988 2.0487 -1.7926  -0.083
H 2.9688 -0.1808 2.5216  0.105
C -1.4619 4.7018 1.3751  -0.077
H -0.7754 5.6874 -1.0391  0.067
Zr 0.2415 -0.0288 -0.3322  1.023
H 3.0577 3.8503 2.2724  0.135
H -2.1026 -4.2152 -5.1583  0.098
H 0.7031 -2.9716 -5.1218  0.109
C 4.4612 -1.6410 2.0184  -0.020
S -1.6156 -1.5495 0.4029  0.614
C -1.0765 -0.9758 -5.7846  -0.024
H -2.8314 -2.9905 -6.2288  0.100
H -1.0461 -1.6261 3.1106  -0.005
H 1.2998 -4.8196 0.6541  0.052
H -3.8419 -3.1968 -4.2540  0.129
H -1.2025 -3.5738 -6.5229  0.106
N -2.2359 -1.8362 -3.7758  0.034
C -1.9125 -3.3123 -5.7397  -0.036
H 4.7573 -2.9695 -1.0820  0.126
C -4.1744 -1.7402 4.5252  -0.034
C -2.4034 5.0126 0.2196  -0.517
H -5.8323 0.8013 0.6033  0.141
H -1.5813 6.9565 -0.1252  0.108
Cl 0.5842 -3.2441 -0.9488  0.552
C -3.6885 3.9538 -1.6492  -0.012
N -3.6530 -1.0072 2.2159  0.036
C -1.2837 -2.2030 -4.9006  -0.526
H 0.0108 0.0743 2.7010  0.063
H -5.1730 -2.0839 4.2573  0.098
H 2.1318 5.0389 -4.1612  0.134
H -3.8226 -2.3813 5.3321  0.106
H 4.0368 3.6078 4.6780  0.119
Cl 1.0878 -2.8447 1.9072  0.645
H -0.1538 -3.6192 -3.7199  0.074
H -4.0505 4.9189 -1.9521  0.136
H -2.3611 6.3004 -1.5554  0.090
S -1.3095 1.7908 0.5380  0.754
N 1.1785 1.2098 1.4316  -0.199
C -3.1399 -3.3215 2.9105  -0.017
C 0.0203 -2.7190 -4.3107  -0.060
H -4.4051 5.8877 0.0195  0.088
H -5.5035 -0.3025 3.0738  0.129
C 2.0388 2.2299 1.3281  -0.117
C -3.1828 -1.8676 3.3732  -0.521
C 3.3918 -0.8054 1.7458  -0.166
C 0.6786 4.1305 -2.8519  -0.023
C 4.3854 -2.3800 -0.2557  -0.053
C 0.6896 0.9145 2.6485  -0.189
H -0.0854 4.8807 -2.9948  0.112
C -3.4987 -2.3811 -3.6488  0.003
N -3.2958 -0.7126 -2.2199  0.039
N -2.7715 3.7959 -0.6267  0.023
C -1.8166 -1.3804 3.8416  -0.041
H 3.3974 4.7324 5.8216  0.121
C -4.0237 2.7292 -2.0975  -0.001
H -0.4206 -4.3385 0.8783  0.028
H -5.0315 0.4480 -1.5712  0.130
C 1.8054 2.7633 3.6529  -0.221
H -0.4651 -1.2601 -6.6408  0.104
H -2.4402 -3.4621 2.0880  0.035
C 4.9505 -2.4582 1.0122  -0.004
H 3.7498 3.1731 -3.8233  0.111
S -0.7466 0.2149 -2.6320  0.673
C 0.5901 -4.0021 0.6807  -0.869
N 3.2381 4.0762 5.0718  0.123
H 4.8943 -1.6577 3.0088  0.127
H -1.5662 -1.8884 4.7734  0.108
H 5.7747 -3.1337 1.2010  0.134
C -2.1322 -0.8350 -2.8730  -0.589
H -2.8222 -3.9511 3.7416  0.107
Se 2.5776 -1.0725 -2.1242  0.669
H -1.8313 -0.3057 4.0292  0.096
H -4.2288 -0.7216 4.9110  0.102
C 2.8015 3.1886 -3.3033  -0.093
S 0.6326 4.2773 5.5233  0.759
C -1.7463 6.0418 -0.6940  -0.013
B -3.8827 0.3522 -1.2521  -0.534
H 0.4955 -1.9631 -3.6919  -0.029
C 1.8993 4.2151 -3.4995  -0.003
C 2.4638 2.1378 -2.4563  -0.659
C 0.9676 1.6571 3.7728  0.002
Se 3.8667 0.8524 -2.3074  0.829
C 2.3849 3.0144 2.4118  0.029
C 3.3474 -1.4854 -0.4249  -0.734
H -4.1271 -3.6566 2.5908  0.105
C -3.0917 -0.8270 1.0002  -0.598
H 2.4451 2.4274 0.3469  0.103
C 0.4312 3.0535 -2.0283  -0.184
C -3.7193 5.5458 0.7932  -0.012
H -1.8691 3.9673 2.0680  0.071
C -4.1472 -1.6896 -2.6911  -0.008
H -1.3322 5.6337 1.9256  0.105
H -0.5154 2.9797 -1.5261  0.037
C -2.5415 2.4684 -0.4940  -0.575
N -3.9214 -0.1083 0.2368  0.045
H -4.2189 4.7824 1.3914  0.101
H -2.0321 -0.6087 -6.1612  0.103
H -4.7337 2.4342 -2.8504  0.142
H -3.5029 6.3952 1.4394  0.104
C 1.9809 3.7105 4.7975  -0.852
H -0.4796 4.3730 1.0376  0.060
C -5.0143 0.2278 1.0029  -0.002

* relative energy (zero: lowest compared OMol25 entry of this formula, charge and spin): 6.03 kcal per mole
* LUMO energy: -0.30041 Ha
* total charge: +3
* largest force on an atom: 0.019 hartree/bohr

***

# 2
Entry from OMol25: a structure of composition C38H50BaN5O2PS2 (ωB97M-V with the def2-TZVPD basis set).

Last column: Löwdin charge in e.
CARTESIAN COORDINATES (ANGSTROEM)
H -4.4673 3.0496 1.4153  0.086
Ba -1.4629 1.3903 -0.8218  0.954
H -2.6537 -1.1231 8.1228  0.095
C -1.8506 -3.7517 -1.3868  -0.051
H -5.2109 -1.0787 3.8882  0.109
H -2.8139 -3.4782 4.8373  0.056
H 4.1406 -1.5960 -5.1407  0.063
C 1.6958 3.7709 0.5534  -0.216
H -2.3964 -1.7439 3.3460  0.125
H 3.3668 6.2812 2.1939  0.109
H 4.8087 0.8521 -3.1624  0.089
H 3.4159 -0.2804 1.4294  0.108
C -3.4977 -0.3030 4.9396  -0.185
C 3.7277 -0.0356 0.4232  -0.077
H 0.8257 1.8793 -6.0931  0.085
H 4.2230 0.8250 -5.1154  0.061
N 0.3705 3.3502 0.6910  0.080
H -2.9116 -3.6122 -1.1885  0.082
C -3.5962 3.5034 1.8579  -0.481
C -0.1272 4.1323 1.6240  -0.278
H -1.9967 -4.8741 4.1296  0.072
C -2.9719 -4.4173 4.3064  -0.105
H 4.7345 3.6048 -0.8664  0.095
C -2.5894 -1.7420 -3.0674  -0.126
C 3.1860 5.4636 1.5103  -0.020
H 1.1106 -2.6978 -2.2545  0.050
C 1.9543 4.8277 1.4324  -0.188
N -2.8987 -1.9313 2.4902  0.011
H 3.2995 2.6650 -3.5950  0.075
C -5.0649 -1.8889 5.8680  -0.109
N -3.4181 0.3128 2.5745  0.054
H -5.9572 -2.4930 5.7649  0.100
H 2.2244 -3.8701 -2.9782  0.086
H -3.5256 -1.8902 -2.5195  0.071
S -3.7011 4.4079 3.2908  1.083
H -1.7017 -4.2175 -2.3606  0.094
H 1.7368 -1.7143 -5.8824  0.063
H -1.9214 -3.6611 1.9154  0.118
C -4.3452 -1.9093 7.0560  -0.120
H 2.5435 2.4800 -0.9555  0.072
H 0.5782 5.7429 2.7936  0.161
H 0.4656 -2.1399 -4.7344  0.071
C 1.5189 -2.2843 -4.9805  -0.102
C 0.7830 1.1114 -5.3180  -0.123
H 3.2579 1.7740 -6.2324  0.088
H 1.6645 2.5196 -2.9481  0.039
H -1.3907 -4.3538 -0.6097  0.093
C -1.5065 4.1025 2.1023  -0.338
O -1.1839 -2.4724 -1.3220  -0.186
H -3.3851 1.1130 1.9481  0.048
C 5.0056 0.4347 0.1796  -0.083
H 4.5683 -1.7234 -3.4322  0.071
H -0.0528 1.3484 -4.6541  0.052
C 3.8890 -2.0842 -4.2037  -0.080
C 2.2645 2.4507 -3.8597  -0.110
H 6.3794 1.1243 -1.3176  0.106
C -3.0459 0.6118 3.8692  -0.457
H 2.8188 -2.6859 -1.8155  0.077
C -2.7915 -0.3089 6.1509  -0.041
H 1.8310 -0.5448 -0.4268  0.086
C -3.5218 -0.8820 1.9006  -0.861
C 3.2391 0.9057 -5.5682  -0.089
H -1.9247 0.3297 6.2477  0.107
O -2.4510 1.6997 4.1144  -0.072
C 2.1212 -2.8374 -2.6391  -0.107
C 2.8350 -0.1814 -0.6283  -0.137
C -3.7135 -4.2016 2.9973  -0.234
S -4.2070 -0.8562 0.3466  0.484
H 0.5662 0.1599 -5.8004  0.060
H 5.7039 0.5629 0.9946  0.105
H 1.6659 -3.3402 -5.2153  0.086
N -2.4018 3.4141 1.3449  -0.046
C -4.6439 -1.1000 4.8095  -0.063
H 3.0831 0.0273 -6.1921  0.065
H 4.0823 -3.1521 -4.3314  0.086
C -2.0270 4.7038 3.2128  -0.327
P 1.8874 -0.1959 -3.1940  1.135
C 2.1124 1.0903 -4.5493  -0.704
H -2.4062 -2.6394 -3.6644  0.080
H -3.5274 -5.0694 4.9784  0.073
H -1.5212 5.2673 3.9741  0.077
C 4.4851 0.6055 -2.1635  -0.103
C -2.9489 -3.2974 2.0338  -0.230
H -4.6703 -2.5382 7.8750  0.091
N 0.7692 5.0306 2.1119  0.179
C 5.3823 0.7548 -1.1183  -0.088
C -1.4902 -1.4676 -2.0863  -0.285
C 3.9349 3.9402 -0.2231  -0.079
H -3.4171 -3.2828 1.0506  0.057
H -4.6914 -3.7540 3.1845  0.105
C 3.1926 0.1285 -1.9406  -0.386
C 2.7101 3.3080 -0.2842  -0.012
C 2.4251 -1.8933 -3.8112  -0.695
C -3.2086 -1.1160 7.1937  -0.101
C 4.1705 5.0027 0.6601  -0.087
H 1.9149 3.2393 -4.5298  0.089
H 5.1465 5.4685 0.6770  0.101
H -2.7150 -0.8923 -3.7372  0.061
H -3.8929 -5.1637 2.5075  0.105

* relative energy (zero: lowest compared OMol25 entry of this formula, charge and spin): 4.47 kcal per mole
* LUMO energy (alpha / beta): 0.00868 / 0.00500 Ha
* largest force on an atom: 0.030 hartree/bohr

***

# 3
Entry from OMol25: a structure of composition C38H50CdClGeN2Sb2SiTe (ωB97M-V with the def2-TZVPD basis set).

Last column: Löwdin spin population.
CARTESIAN COORDINATES (ANGSTROEM)
C -2.1984 3.2559 -0.7014  0.000
H 4.2212 -2.8506 2.5052  0.008
H 0.1986 3.9734 2.5122  0.000
H 3.7889 -1.2642 -3.7646  0.000
H 3.6732 -2.2172 -2.2934  0.001
C -3.5744 1.0864 1.7951  0.000
Sb -0.9106 -1.8384 1.4667  0.003
H 0.1945 4.7863 -1.4274  0.000
C -3.1485 4.2548 -0.4998  0.000
C 3.3968 -4.5203 0.6270  0.022
C -3.8999 4.7667 -1.5473  0.000
C 1.1421 4.9627 -1.9307  0.002
Sb 3.6546 -0.6135 1.2526  0.206
C -2.4499 1.9057 2.1162  0.000
H -0.4019 -2.4105 -1.5380  0.000
C 1.5682 3.7412 -2.6905  0.002
H 2.4322 4.8130 -4.3434  0.000
H -1.2891 2.0123 -2.1872  0.000
H -6.3515 -0.3072 3.2250  0.000
C 2.9049 -5.5832 -0.1077  -0.002
C 0.3948 -1.1713 -4.3477  0.000
C -3.7117 4.2833 -2.8338  0.000
Cd 1.0057 1.2016 0.1576  0.006
H 5.3832 -1.1825 3.3178  -0.001
C 1.7142 1.4050 -2.6569  0.000
C -2.3407 -3.2880 0.6697  0.000
C 2.4032 1.4497 -3.9012  0.000
C 0.2702 -3.3763 2.4622  0.004
C -2.1158 -1.5724 3.2159  0.001
H 3.1781 2.6804 -5.4501  0.000
C -4.3502 1.2232 4.1080  0.000
Ge -1.0966 2.5520 0.8065  -0.001
C 3.1389 -1.9301 -3.1999  0.001
Te 3.6591 2.1636 0.6579  0.457
H 4.1394 -0.0059 3.8301  0.000
C 2.6455 2.6562 -4.5036  0.000
H -1.6999 -0.7707 3.8209  0.000
C -2.2984 2.2838 3.4282  0.000
C 2.2354 3.8443 -3.9029  0.001
H -1.4318 2.8614 3.7231  0.000
N 1.4498 0.2892 -1.9487  0.002
H 0.8095 -3.5399 -2.1550  0.000
C 3.1824 -2.6704 2.2473  0.192
H -4.6341 5.5433 -1.3592  0.000
H -3.1381 -1.3405 2.9257  0.000
H 0.1536 4.7770 0.9518  0.000
H 1.1635 -6.7744 -0.5415  0.002
H 3.5635 -6.1316 -0.7717  -0.001
H -4.2937 4.6818 -3.6575  0.000
H -2.6117 2.9037 -4.0573  0.000
H -3.0640 2.2680 5.4449  0.000
C -4.7881 -0.3035 0.2163  0.000
H 0.8549 -0.5632 -5.1254  0.000
C -4.5356 0.7631 2.7836  0.000
N 1.2986 2.5752 -2.1157  0.001
H -3.3108 4.6429 0.5005  0.000
C 1.2249 -4.1251 1.6031  0.022
H -4.8721 -0.7353 -0.7730  0.000
Si 1.4279 -1.2372 -2.7521  0.002
H 1.1434 -2.6083 -0.7080  0.003
C 5.3028 -1.3544 0.0561  0.020
H 2.7626 0.5418 -4.3629  0.000
H -2.9988 0.7315 -0.2563  0.000
H -0.2891 -5.4874 0.9760  -0.001
H -1.2712 4.8484 2.0123  0.000
H 5.0908 -2.3348 -0.3634  0.000
C -2.7751 3.2855 -3.0560  0.000
H -1.8988 -3.9084 -0.1083  0.000
H -0.5895 -0.7512 -4.1373  0.000
C -2.0331 2.7783 -1.9990  0.000
H 4.4441 -4.2500 0.5455  0.001
C 0.7557 -5.2149 0.8738  -0.002
H -2.1137 -2.5091 3.7760  0.000
C -3.7372 0.5203 0.5068  0.000
H 0.2556 -2.1809 -4.7417  0.000
C -5.7560 -0.5984 1.1981  0.000
H 1.8871 5.1914 -1.1652  0.004
C 0.6671 -2.5651 -1.6860  0.003
H 0.7558 -2.8562 3.2850  0.001
C 2.5859 -3.7668 1.4897  0.008
H -3.1776 -2.7357 0.2418  0.000
C -3.2379 1.9445 4.4248  0.000
H 5.4511 -0.6336 -0.7448  0.000
H 2.6030 -2.2545 3.0629  0.002
H -6.5861 -1.2532 0.9610  0.000
H 1.0427 5.8289 -2.5875  0.000
H 6.1989 -1.4104 0.6732  0.003
C -0.4463 4.2198 1.6695  0.000
H -5.0815 0.9571 4.8642  0.000
H -0.4777 -4.0608 2.8700  0.000
C 4.8191 -0.2980 3.0327  -0.012
Cl 1.0403 0.1454 3.1378  0.012
H 5.4924 0.5311 2.8170  0.000
H -2.7119 -3.9235 1.4752  0.000
C 1.5701 -5.9405 0.0200  0.027
C -5.6297 -0.0714 2.4503  0.000
H 2.9889 -2.8401 -3.7901  0.000

* relative energy (zero: lowest compared OMol25 entry of this formula, charge and spin): 5.77 kcal per mole
* LUMO energy (alpha / beta): 0.16021 / 0.15044 Ha
* total charge: -2
* 2S+1: 2
* largest force on an atom: 0.013 hartree/bohr